(1)
{"formula": "C30H30FeN5O4", "method": "the ωB97M-V functional and the def2-TZVPD basis", "elements": ["Fe", "O", "C", "O", "C", "C", "C", "C", "C", "N", "H", "H", "H", "H", "N", "C", "C", "O", "O", "H", "H", "H", "H", "C", "C", "C", "C", "C", "C", "C", "N", "C", "N", "C", "C", "C", "C", "C", "C", "C", "N", "C", "C", "C", "C", "C", "C", "C", "H", "H", "H", "H", "H", "H", "H", "H", "H", "H", "H", "H", "H", "H", "H", "H", "H", "H", "H", "H", "H", "H"], "coordinates": [[0.11230, 0.05364, -0.09670], [-3.58234, 1.41139, -0.36586], [-2.38353, 1.21899, -0.35736], [-1.73295, 0.32668, 0.31186], [-1.47535, 2.11486, -1.19209], [-1.99092, 3.14523, -1.95728], [-1.11401, 3.90256, -2.71528], [0.23784, 3.58752, -2.69686], [0.66466, 2.54036, -1.90276], [-0.17156, 1.83804, -1.14021], [-3.05863, 3.30946, -1.94779], [-1.47904, 4.71934, -3.32428], [0.95555, 4.13343, -3.29274], [1.70912, 2.25356, -1.87402], [2.10478, -0.27612, -0.00390], [2.63322, -0.63858, -1.32988], [1.48166, -0.91778, -2.29976], [1.73006, -1.27052, -3.43191], [0.29991, -0.73660, -1.80145], [2.57167, 0.52470, 0.40163], [2.17598, -1.04199, 0.65608], [3.28012, -1.51388, -1.29262], [3.22622, 0.18269, -1.73352], [1.41985, 2.22228, 6.38575], [0.23179, 1.30323, 6.40235], [-0.35217, 0.89823, 7.59761], [-1.44627, 0.04767, 7.61865], [-1.99323, -0.39884, 6.42477], [-1.44271, 0.00582, 5.21984], [-0.32403, 0.83590, 5.20929], [0.24950, 1.26996, 3.98604], [0.37401, 0.52389, 2.83999], [0.48236, -0.79945, 3.04622], [0.25218, -1.88705, 2.15936], [0.01726, -1.68888, 0.80277], [-0.26093, -2.83795, 0.05402], [-0.28341, -4.09992, 0.62236], [-0.00719, -4.25689, 1.97254], [0.26604, -3.15587, 2.76579], [0.55512, -3.32892, 4.23455], [0.48717, 1.09795, 1.66648], [0.18128, 2.49960, 1.66570], [-1.11302, 2.93698, 1.94311], [-1.42404, 4.28568, 1.91027], [-0.43560, 5.21368, 1.61596], [0.85779, 4.78039, 1.37197], [1.18931, 3.42776, 1.39472], [2.60091, 2.99264, 1.11536], [1.79807, 2.37977, 7.39406], [1.16710, 3.20370, 5.97465], [2.22631, 1.81461, 5.77340], [0.07122, 1.25260, 8.52965], [-1.87534, -0.25838, 8.56325], [-2.85974, -1.04640, 6.42461], [-1.88692, -0.30953, 4.28341], [0.38398, 2.26295, 3.87312], [0.47299, -1.05352, 4.02058], [-0.46530, -2.73221, -1.00288], [-0.50802, -4.96491, 0.01108], [-0.00440, -5.24325, 2.42138], [0.64269, -4.38603, 4.47827], [-0.24032, -2.91706, 4.86489], [1.49239, -2.84985, 4.53314], [-1.87323, 2.20216, 2.17429], [-2.43846, 4.60556, 2.10836], [-0.66804, 6.26997, 1.58467], [1.63674, 5.50301, 1.15755], [3.27878, 3.84484, 1.13540], [2.68613, 2.54274, 0.12163], [2.95201, 2.26011, 1.84510]], "spin_multiplicity": 2, "s_squared": 0.792, "relative_energy_kcal_mol": 23.2, "energy_ev": -81627.6016, "orbital_gap_ev": [8.4, 8.4]}

***

(2)
{"formula": "C30H30N8O7SSiTi", "method": "the ωB97M-V functional and the def2-TZVPD basis", "elements": ["Ti", "N", "C", "C", "C", "C", "C", "C", "S", "O", "O", "N", "C", "N", "C", "C", "C", "N", "H", "H", "H", "H", "H", "H", "H", "H", "H", "O", "C", "O", "H", "C", "Si", "C", "C", "C", "C", "C", "C", "C", "H", "H", "H", "H", "H", "H", "H", "H", "H", "H", "H", "O", "N", "O", "O", "C", "C", "N", "C", "C", "C", "C", "C", "C", "C", "C", "N", "C", "N", "H", "H", "H", "H", "H", "H", "H", "H", "H"], "coordinates": [[-0.92882, -0.83716, 0.28781], [7.10524, -1.60686, 0.74687], [5.76675, -1.50027, 1.07892], [4.77905, -1.88938, 0.16450], [3.44418, -1.74397, 0.47769], [3.07708, -1.20378, 1.70542], [4.04174, -0.81426, 2.62122], [5.38029, -0.96228, 2.30862], [1.37860, -0.98855, 2.07151], [0.65871, -2.16363, 1.55389], [1.25629, -0.61686, 3.44603], [0.78756, 0.07433, 1.03145], [0.56598, 1.41358, 1.24649], [1.44305, 2.20493, 1.84835], [1.09023, 3.48738, 1.91209], [-0.09311, 3.97958, 1.38400], [-0.93559, 3.05708, 0.78288], [-0.61260, 1.77394, 0.71582], [7.33902, -2.26233, 0.02079], [7.76042, -1.60052, 1.50993], [5.06855, -2.31050, -0.79089], [2.68113, -2.05346, -0.22668], [3.73728, -0.39526, 3.57059], [6.13695, -0.65728, 3.02144], [1.79154, 4.15240, 2.40478], [-0.34672, 5.02759, 1.43933], [-1.88080, 3.34680, 0.33740], [-1.67991, -0.77658, 2.21931], [-2.71222, -0.16862, 1.82617], [-2.91299, -0.07797, 0.58714], [-3.40208, 0.27843, 2.54951], [-1.45174, -4.11941, -1.39348], [-2.12455, -3.15308, 0.07350], [-3.94351, -2.81124, -0.24734], [-1.95327, -4.23073, 1.59875], [-0.74344, -4.85996, 1.90453], [-0.62076, -5.67921, 3.01571], [-1.71004, -5.88367, 3.85265], [-2.91928, -5.26720, 3.57056], [-3.03484, -4.44981, 2.45358], [-1.94092, -5.09757, -1.39428], [-0.37514, -4.28183, -1.34049], [-1.67850, -3.63457, -2.34580], [-4.45605, -3.76222, -0.42262], [-4.04927, -2.18962, -1.13780], [-4.44596, -2.29595, 0.57037], [0.12428, -4.69670, 1.27643], [0.32842, -6.15258, 3.23408], [-1.61501, -6.52075, 4.72316], [-3.77372, -5.42073, 4.21808], [-3.99004, -3.97863, 2.24853], [-1.52655, -0.73153, -1.67803], [-0.41800, -1.20541, -2.13783], [-0.13819, -1.23594, -3.28877], [0.31769, -1.63252, -1.19488], [3.03289, 2.34825, -2.24023], [2.22938, 1.28287, -1.86142], [0.90247, 1.35349, -1.84031], [0.31966, 2.49772, -2.18274], [1.02502, 3.64450, -2.55551], [2.41893, 3.53628, -2.58652], [0.45338, 4.95565, -2.89186], [-0.77007, 5.48700, -3.04687], [-2.13835, 4.97789, -2.87641], [-3.19045, 5.70133, -3.44056], [-4.47055, 5.21919, -3.25511], [-4.72749, 4.11166, -2.56083], [-3.66489, 3.50018, -2.05402], [-2.39531, 3.87416, -2.16846], [4.10954, 2.24859, -2.24724], [2.66592, 0.33984, -1.54911], [-0.75709, 2.52128, -2.13747], [3.01508, 4.39543, -2.87257], [1.24419, 5.67407, -3.09382], [-0.76463, 6.51797, -3.38537], [-3.01146, 6.60426, -4.00755], [-5.32579, 5.73718, -3.67506], [-3.84679, 2.59556, -1.48196]], "spin_multiplicity": 1, "relative_energy_kcal_mol": 82.2, "energy_ev": -99678.1385, "orbital_gap_ev": 7.4}

***

(3)
{"formula": "C30H31BF2O2S", "method": "the ωB97M-V functional and the def2-TZVPD basis", "elements": ["C", "C", "C", "O", "B", "C", "C", "C", "C", "C", "F", "C", "C", "C", "C", "C", "C", "F", "C", "C", "O", "C", "C", "C", "H", "H", "H", "H", "H", "H", "H", "H", "H", "H", "H", "H", "H", "H", "H", "H", "H", "H", "H", "H", "H", "C", "C", "C", "C", "C", "C", "C", "C", "C", "C", "C", "S", "H", "H", "H", "H", "H", "H", "H", "H", "H", "H"], "coordinates": [[-3.57047, -3.38304, -1.52582], [-3.07208, -2.07278, -0.95594], [-3.67558, -1.89299, 0.43366], [-1.63118, -2.21286, -0.78629], [-1.12567, -1.01510, -1.17759], [0.09685, -0.09690, -0.30148], [0.77890, -1.06253, 0.62431], [2.14195, -1.38214, 0.51008], [2.73404, -2.35014, 1.31858], [1.95933, -2.91902, 2.32169], [2.55041, -3.81350, 3.17799], [0.61876, -2.59800, 2.51593], [0.04331, -1.66437, 1.65882], [0.92694, 0.33701, -1.48574], [1.32304, 1.65871, -1.69327], [2.29109, 1.97451, -2.64848], [2.78304, 0.94251, -3.44034], [3.81635, 1.20972, -4.30391], [2.29334, -0.36100, -3.37771], [1.34166, -0.64731, -2.40166], [-1.92096, -0.20648, -1.94500], [-3.24044, -0.80000, -1.90702], [-3.60255, -1.13376, -3.34564], [-4.18678, 0.28272, -1.41236], [-4.65941, -3.35461, -1.65587], [-3.09720, -3.61255, -2.48603], [-3.33593, -4.19392, -0.82678], [-4.77192, -1.85252, 0.38152], [-3.39781, -2.75079, 1.06092], [-3.31533, -0.98383, 0.93310], [-0.40679, 0.72856, 0.21187], [2.75169, -0.86694, -0.23299], [3.78033, -2.61913, 1.18595], [0.04410, -3.06466, 3.31505], [-1.00104, -1.37692, 1.79412], [0.87216, 2.43937, -1.07608], [2.66548, 2.98929, -2.75539], [2.65830, -1.12859, -4.05461], [0.94123, -1.66061, -2.31459], [-4.66318, -1.40230, -3.42029], [-3.43033, -0.25098, -3.97222], [-2.99288, -1.95554, -3.73721], [-5.21629, -0.09158, -1.36015], [-3.89923, 0.66157, -0.42504], [-4.16688, 1.12662, -2.11274], [-2.18327, 4.02150, 1.26279], [-1.02858, 3.20426, 1.69215], [-1.05496, 2.11477, 2.54943], [0.22582, 1.52806, 2.73861], [1.21518, 2.10952, 1.95443], [2.61949, 1.75485, 1.91696], [3.47200, 2.32081, 0.94873], [4.80829, 1.94567, 0.87650], [5.33758, 1.05465, 1.82160], [4.50645, 0.49419, 2.79443], [3.15653, 0.82454, 2.84080], [0.57598, 3.54094, 1.16276], [-3.06812, 3.71387, 1.82591], [-2.00073, 5.08566, 1.44934], [-2.37350, 3.88405, 0.19003], [-1.96908, 1.76637, 3.02673], [0.42158, 0.69754, 3.41005], [3.06722, 3.04841, 0.24042], [5.43760, 2.35719, 0.08740], [6.39705, 0.80418, 1.80001], [4.90689, -0.21218, 3.52417], [2.49823, 0.36793, 3.58140]], "spin_multiplicity": 1, "relative_energy_kcal_mol": 0.0, "energy_ev": -52657.2831, "orbital_gap_ev": 8.2}